(1)
This record from the OMol25 dataset describes the molecule C8H14N2O4 in a non-equilibrium geometry. The level of theory is ωB97M-V/def2-TZVPD.

Output
* energy relative to the best compared isomer or geometry (same formula, charge and spin): 332.5 kJ/mol
* LUMO energy: 0.13 eV
* SMILES: O=C(O)[C@H](CO)NC(=O)[C@@H]1CCCN1

Atoms and positions in Å:
1 O -0.736 -1.794 -0.929
2 C -1.646 -1.099 -0.524
3 O -2.834 -1.554 -0.524
4 C -1.330 0.345 -0.058
5 C -2.718 1.120 0.294
6 O -3.395 0.537 1.361
7 N -0.387 1.060 -0.836
8 C 0.903 1.481 -0.436
9 O 1.537 2.342 -1.062
10 C 1.469 0.574 0.739
11 C 3.050 0.556 0.593
12 C 3.490 -0.901 0.344
13 C 2.226 -1.627 0.073
14 N 1.146 -0.940 0.669
15 H -3.380 -1.140 0.127
16 H -1.008 0.250 0.964
17 H -3.361 1.026 -0.538
18 H -2.604 2.211 0.316
19 H -3.988 1.098 1.805
20 H -0.891 1.835 -1.472
21 H 1.033 0.905 1.701
22 H 3.409 1.040 -0.299
23 H 3.621 1.044 1.368
24 H 3.827 -1.356 1.361
25 H 4.218 -0.916 -0.542
26 H 2.056 -1.724 -1.046
27 H 2.027 -2.687 0.397
28 H 0.494 -1.358 0.111

***

(2)
This record from the OMol25 dataset describes the molecule C8H14N2O5 in a non-equilibrium geometry. The level of theory is ωB97M-V/def2-TZVPD.

Output
* energy relative to the best compared isomer or geometry (same formula, charge and spin): 908.2 kJ/mol
* LUMO energy: -0.44 eV
* SMILES: COC1(OC)[C@@H](O)CC[C@@H](N=O)[C@@H]1N=O

Atoms and positions in Å:
1 C 2.636 1.248 -0.307
2 O 1.224 1.258 -0.790
3 C 0.191 0.510 -0.068
4 O -0.065 0.802 1.318
5 C 0.369 2.138 1.753
6 C -1.125 0.743 -0.779
7 O -1.069 0.889 -2.184
8 C -2.310 -0.271 -0.459
9 C -1.853 -1.684 -0.675
10 C -0.651 -1.986 0.261
11 N -0.313 -3.351 0.104
12 O 0.439 -3.688 -0.810
13 C 0.508 -1.037 -0.042
14 N 1.654 -1.236 0.892
15 O 1.447 -1.305 2.106
16 H 3.287 0.389 -0.802
17 H 2.803 2.303 -0.704
18 H 2.844 1.248 0.822
19 H 1.015 2.647 0.931
20 H -0.453 2.844 1.816
21 H 1.091 2.107 2.541
22 H -1.499 1.766 -0.296
23 H -0.144 1.161 -2.189
24 H -2.588 -0.235 0.626
25 H -3.164 -0.054 -1.055
26 H -1.448 -1.704 -1.667
27 H -2.687 -2.392 -0.622
28 H -0.975 -1.718 1.308
29 H 0.834 -1.392 -1.027

***

(3)
This record from the OMol25 dataset describes the molecule C8H14N2O5S in a non-equilibrium geometry. The level of theory is ωB97M-V/def2-TZVPD.

Output
* energy relative to the best compared isomer or geometry (same formula, charge and spin): 51.1 kJ/mol
* LUMO energy: 0.13 eV
* SMILES: N[C@@H](CS)C(=O)N[C@@H](CCC(=O)O)C(=O)O

Atoms and positions in Å:
1 N 3.690 1.351 0.025
2 C 2.719 0.363 -0.406
3 C 3.050 -0.989 0.191
4 S 4.655 -1.642 -0.226
5 C 1.303 0.806 -0.004
6 O 1.127 1.499 1.017
7 N 0.276 0.308 -0.735
8 C -1.126 0.249 -0.336
9 C -1.407 -0.565 0.900
10 C -2.893 -0.777 1.164
11 C -3.588 -1.465 0.029
12 O -3.731 -2.686 0.095
13 O -4.126 -0.767 -0.983
14 C -1.816 1.604 -0.273
15 O -2.903 1.777 -0.710
16 O -1.171 2.629 0.290
17 H 3.695 2.129 -0.603
18 H 3.363 1.762 0.881
19 H 2.766 0.238 -1.553
20 H 2.994 -0.970 1.307
21 H 2.320 -1.777 -0.186
22 H 5.310 -0.536 0.146
23 H 0.515 -0.414 -1.391
24 H -1.547 -0.299 -1.164
25 H -0.996 -0.023 1.791
26 H -0.989 -1.564 0.778
27 H -3.011 -1.481 2.086
28 H -3.447 0.141 1.427
29 H -3.901 0.177 -0.912
30 H -0.330 2.310 0.711

***

(4)
This record from the OMol25 dataset describes a structure of composition C8H14N2PSZr in a non-equilibrium geometry. The level of theory is ωB97M-V/def2-TZVPD.

Output
* energy relative to the best compared isomer or geometry (same formula, charge and spin): 42.3 kJ/mol
* LUMO energy (spin up / spin down): -4.38 / -4.38 eV
* charge: +1

Atoms and positions in Å:
1 C 0.752 -0.612 -2.816
2 C 1.883 -0.234 -3.524
3 C 2.863 0.712 -3.159
4 C 2.831 1.557 -2.011
5 C 1.821 1.657 -1.064
6 Zr 0.266 0.202 -0.898
7 P -1.535 -1.772 -0.861
8 H 0.081 -1.253 -3.364
9 H 2.093 -0.696 -4.506
10 H 3.737 0.845 -3.837
11 H 1.945 2.290 -0.178
12 H 3.713 2.216 -1.925
13 H -1.464 -2.743 0.205
14 H -1.605 -2.631 -2.019
15 H -2.904 -1.313 -0.783
16 S 1.395 -0.716 1.152
17 C -0.023 -0.174 1.992
18 N -0.789 0.914 1.709
19 C -2.022 0.974 2.493
20 C -1.916 -0.244 3.374
21 N -0.652 -0.858 2.984
22 H -0.524 1.708 1.114
23 H -2.896 0.943 1.828
24 H -2.087 1.898 3.080
25 H -2.761 -0.941 3.236
26 H -1.893 0.009 4.447
27 H -0.311 -1.740 3.332

***

(5)
This record from the OMol25 dataset describes the molecule C8H14N2SSi in a non-equilibrium geometry. The level of theory is ωB97M-V/def2-TZVPD.

Output
* energy relative to the best compared isomer or geometry (same formula, charge and spin): 0.0 kJ/mol
* LUMO energy: 0.81 eV
* SMILES: C[Si]1(C)CCCN1c1cscn1

Atoms and positions in Å:
1 C 0.286 1.702 -1.829
2 Si 0.345 1.098 -0.022
3 C -0.707 2.216 1.108
4 C 2.122 0.825 0.610
5 C 2.079 -0.529 1.319
6 C 1.186 -1.458 0.527
7 N -0.075 -0.581 0.133
8 C -1.186 -1.243 -0.281
9 C -2.386 -0.647 -0.578
10 S -3.537 -1.827 -1.073
11 C -2.321 -3.034 -0.837
12 N -1.183 -2.599 -0.436
13 H 0.757 2.674 -1.934
14 H 0.796 1.013 -2.495
15 H -0.737 1.796 -2.177
16 H -1.442 2.775 0.539
17 H -1.236 1.640 1.861
18 H -0.084 2.940 1.623
19 H 2.476 1.601 1.284
20 H 2.823 0.782 -0.223
21 H 1.657 -0.399 2.319
22 H 3.076 -0.961 1.425
23 H 1.642 -1.792 -0.403
24 H 0.821 -2.314 1.089
25 H -2.639 0.390 -0.523
26 H -2.532 -4.068 -1.027

***

(6)
This record from the OMol25 dataset describes the ion C8H14N3 with charge +1 in a non-equilibrium geometry. The level of theory is ωB97M-V/def2-TZVPD.

Output
* energy relative to the best compared isomer or geometry (same formula, charge and spin): 411.0 kJ/mol
* LUMO energy (spin up / spin down): -3.70 / -3.70 eV
* SMILES: C=C=[N+]1NC(C)=C(N)[C@@H]1CC
* charge: +1

Atoms and positions in Å:
1 C 2.631 -2.509 1.059
2 C 1.925 -1.636 0.438
3 N 1.178 -0.669 -0.021
4 N 1.627 0.472 -0.594
5 C 0.618 1.385 -0.987
6 C 1.058 2.676 -1.583
7 C -0.620 0.883 -0.776
8 N -1.858 1.290 -1.143
9 C -0.341 -0.538 -0.126
10 C -0.953 -0.754 1.263
11 C -2.418 -1.175 1.211
12 H 2.837 -2.436 2.122
13 H 3.063 -3.362 0.556
14 H 2.604 0.723 -0.568
15 H 1.957 3.042 -1.091
16 H 0.279 3.425 -1.471
17 H 1.274 2.565 -2.646
18 H -2.644 0.949 -0.615
19 H -1.934 2.239 -1.472
20 H -0.691 -1.318 -0.809
21 H -0.844 0.154 1.859
22 H -0.386 -1.548 1.756
23 H -2.559 -2.005 0.524
24 H -2.734 -1.496 2.200
25 H -3.070 -0.359 0.912

***

(7)
This record from the OMol25 dataset describes the ion C8H14N3 with charge +1 in a non-equilibrium geometry. The level of theory is ωB97M-V/def2-TZVPD.

Output
* energy relative to the best compared isomer or geometry (same formula, charge and spin): 695.5 kJ/mol
* LUMO energy: -4.56 eV
* charge: +1

Atoms and positions in Å:
1 C 0.560 1.301 -0.370
2 C 0.633 2.571 -0.059
3 C 1.587 -2.050 -0.124
4 C -2.355 -0.074 0.688
5 C -1.666 -1.456 0.271
6 C -2.239 0.723 -0.575
7 C -0.559 -0.925 -0.739
8 C 2.814 0.673 -0.142
9 N -0.970 0.316 -1.190
10 N 1.437 0.276 -0.296
11 N 0.899 -0.959 -0.347
12 H 1.583 2.810 0.073
13 H -0.008 3.340 -0.334
14 H 2.536 -2.032 0.290
15 H 1.154 -3.004 -0.101
16 H -3.336 -0.415 1.049
17 H -1.835 0.487 1.510
18 H -1.326 -2.145 1.108
19 H -2.441 -2.097 -0.201
20 H -2.843 0.319 -1.303
21 H -2.211 1.715 -0.460
22 H -0.480 -1.685 -1.536
23 H 2.931 0.960 0.838
24 H 3.507 -0.211 -0.406
25 H 3.257 1.510 -0.785

***

(8)
This record from the OMol25 dataset describes a cluster of 2 separate species, C8H14N3 in total in a non-equilibrium geometry. The level of theory is ωB97M-V/def2-TZVPD.

Output
* energy relative to the best compared isomer or geometry (same formula, charge and spin): 513.5 kJ/mol
* LUMO energy: -6.46 eV
* charge: +1

Atoms and positions in Å:
1 C -2.507 -1.234 -0.424
2 C -2.999 0.112 1.169
3 C -2.417 0.079 -1.008
4 C 0.975 1.837 -0.014
5 C -1.792 0.577 -2.027
6 C 0.976 0.473 0.313
7 C 3.453 0.011 0.306
8 C 1.649 -1.760 0.557
9 N -2.961 -1.178 0.830
10 N -2.629 0.877 0.144
11 N 2.086 -0.332 0.521
12 H -2.222 -2.158 -0.878
13 H -3.211 0.438 2.150
14 H 1.854 2.489 0.030
15 H -0.002 2.269 -0.085
16 H -2.039 1.591 -2.212
17 H 0.037 0.046 0.421
18 H 3.624 0.974 0.764
19 H 4.120 -0.634 0.942
20 H 3.658 -0.070 -0.728
21 H 1.113 -1.879 -0.439
22 H 2.477 -2.418 0.887
23 H 0.952 -1.866 1.333
24 H -2.591 1.911 0.392
25 H -1.603 -0.156 -2.944

***

(9)
This record from the OMol25 dataset describes the ion C8H14N3O with charge +1 in a non-equilibrium geometry. The level of theory is ωB97M-V/def2-TZVPD.

Output
* energy relative to the best compared isomer or geometry (same formula, charge and spin): 16.0 kJ/mol
* LUMO energy: -2.80 eV
* SMILES: C[C@@]1(c2c[nH]c(=[NH2+])[nH]2)CCCO1
* charge: +1

Atoms and positions in Å:
1 C 0.024 2.265 0.085
2 C -0.024 0.916 -0.532
3 C -0.266 -0.062 0.703
4 C -1.281 -0.319 1.583
5 N -0.836 -1.049 2.567
6 C 0.409 -1.489 2.318
7 N 1.118 -2.438 2.968
8 N 0.810 -0.850 1.166
9 C -1.115 0.847 -1.641
10 C -0.290 0.435 -2.912
11 C 0.910 -0.288 -2.417
12 O 1.263 0.465 -1.167
13 H -1.037 2.640 0.359
14 H 0.507 2.972 -0.645
15 H 0.746 2.288 0.994
16 H -2.322 -0.038 1.608
17 H -1.461 -1.230 3.331
18 H 1.022 -2.695 3.936
19 H 1.898 -2.891 2.529
20 H 1.697 -0.842 0.709
21 H -1.704 1.731 -1.783
22 H -1.846 0.031 -1.543
23 H -0.778 -0.291 -3.556
24 H -0.051 1.285 -3.551
25 H 0.893 -1.290 -2.045
26 H 1.713 -0.104 -3.063

***

What did the eighth record say?
This record from the OMol25 dataset describes a cluster of 2 separate species, C8H14N3 in total in a non-equilibrium geometry. The level of theory is ωB97M-V/def2-TZVPD.

Output
* energy relative to the best compared isomer or geometry (same formula, charge and spin): 513.5 kJ/mol
* LUMO energy: -6.46 eV
* charge: +1

Atoms and positions in Å:
1 C -2.507 -1.234 -0.424
2 C -2.999 0.112 1.169
3 C -2.417 0.079 -1.008
4 C 0.975 1.837 -0.014
5 C -1.792 0.577 -2.027
6 C 0.976 0.473 0.313
7 C 3.453 0.011 0.306
8 C 1.649 -1.760 0.557
9 N -2.961 -1.178 0.830
10 N -2.629 0.877 0.144
11 N 2.086 -0.332 0.521
12 H -2.222 -2.158 -0.878
13 H -3.211 0.438 2.150
14 H 1.854 2.489 0.030
15 H -0.002 2.269 -0.085
16 H -2.039 1.591 -2.212
17 H 0.037 0.046 0.421
18 H 3.624 0.974 0.764
19 H 4.120 -0.634 0.942
20 H 3.658 -0.070 -0.728
21 H 1.113 -1.879 -0.439
22 H 2.477 -2.418 0.887
23 H 0.952 -1.866 1.333
24 H -2.591 1.911 0.392
25 H -1.603 -0.156 -2.944

***

Copy entry 6 word for word.
This record from the OMol25 dataset describes the ion C8H14N3 with charge +1 in a non-equilibrium geometry. The level of theory is ωB97M-V/def2-TZVPD.

Output
* energy relative to the best compared isomer or geometry (same formula, charge and spin): 411.0 kJ/mol
* LUMO energy (spin up / spin down): -3.70 / -3.70 eV
* SMILES: C=C=[N+]1NC(C)=C(N)[C@@H]1CC
* charge: +1

Atoms and positions in Å:
1 C 2.631 -2.509 1.059
2 C 1.925 -1.636 0.438
3 N 1.178 -0.669 -0.021
4 N 1.627 0.472 -0.594
5 C 0.618 1.385 -0.987
6 C 1.058 2.676 -1.583
7 C -0.620 0.883 -0.776
8 N -1.858 1.290 -1.143
9 C -0.341 -0.538 -0.126
10 C -0.953 -0.754 1.263
11 C -2.418 -1.175 1.211
12 H 2.837 -2.436 2.122
13 H 3.063 -3.362 0.556
14 H 2.604 0.723 -0.568
15 H 1.957 3.042 -1.091
16 H 0.279 3.425 -1.471
17 H 1.274 2.565 -2.646
18 H -2.644 0.949 -0.615
19 H -1.934 2.239 -1.472
20 H -0.691 -1.318 -0.809
21 H -0.844 0.154 1.859
22 H -0.386 -1.548 1.756
23 H -2.559 -2.005 0.524
24 H -2.734 -1.496 2.200
25 H -3.070 -0.359 0.912

***

The highest energy relative to the best compared isomer or geometry (same formula, charge and spin) belongs to which entry?
C8H14N2O5